C17H17N2O4PtS3 | ωB97M-V/def2-TZVPD

Each line ends with the natural charge from an NBO analysis.
CARTESIAN COORDINATES (ANGSTROEM)
Pt1 0.5040 -1.1296 1.2820  0.81
C1 0.2380 3.1774 1.4160  -0.68
C2 0.0056 1.7231 1.7258  0.35
N1 0.8693 0.8356 1.3076  -0.30
N2 1.9876 1.3136 0.6302  -0.39
C3 2.7239 0.4083 0.1071  -0.10
S1 2.4656 -1.2931 0.2146  -0.08
S2 4.1195 0.9494 -0.8674  0.22
C4 3.1612 1.4670 -2.3442  -0.53
C5 2.3445 0.3508 -2.9328  -0.05
C6 2.9529 -0.7385 -3.5510  -0.15
C7 2.1896 -1.7764 -4.0584  -0.22
C8 0.8033 -1.7425 -3.9480  -0.22
C9 0.1908 -0.6630 -3.3294  -0.21
C10 0.9600 0.3782 -2.8263  -0.21
C11 -1.1894 1.3787 2.4805  -0.22
C12 -2.2762 2.2753 2.4668  -0.16
C13 -3.4206 2.0700 3.1958  -0.32
C14 -3.4984 0.9283 4.0170  -0.17
C15 -2.4554 0.0465 4.0826  -0.30
C16 -1.2602 0.2094 3.3122  0.43
O1 -0.3026 -0.6240 3.4248  -0.76
H1 1.2157 3.3342 0.9796  0.26
H2 0.1284 3.7608 2.3299  0.23
H3 -0.5185 3.5286 0.7108  0.22
H4 3.8924 1.8523 -3.0559  0.23
H5 2.5150 2.2886 -2.0408  0.23
H6 4.0353 -0.7826 -3.6036  0.20
H7 2.6755 -2.6243 -4.5265  0.21
H8 0.2066 -2.5623 -4.3302  0.21
H9 -0.8865 -0.6349 -3.2199  0.22
H10 0.4823 1.2056 -2.3141  0.22
H11 -2.2255 3.1572 1.8377  0.19
H12 -4.2452 2.7684 3.1331  0.20
H13 -4.3954 0.7413 4.5981  0.20
H14 -2.5019 -0.8420 4.7000  0.21
C17 -1.3815 -3.2162 -1.0283  -0.90
S3 -1.5360 -2.9892 0.7259  2.40
O2 -0.1215 -3.1398 1.2336  -0.98
O3 -2.4307 -4.0028 1.2146  -0.97
O4 -1.9607 -1.6113 0.9312  -1.00
H15 -1.1980 -4.2723 -1.2187  0.23
H16 -0.5476 -2.6047 -1.3725  0.25
H17 -2.3153 -2.8993 -1.4896  0.23

Results
net charge = -1
ΔE to the lowest compared entry with this formula, charge and spin = 33.3 kcal per mole
DFT total energy = -2382.4514 Ha